No. 1
One molecule with the formula C3H5BCl3O2P at a distorted geometry. Source: the Open Molecules 2025 dataset; level of theory: ωB97M-V/def2-TZVPD.

As for the SMILES: ClB1OCP(C(Cl)Cl)CO1. Its total energy is -2014.69103 a.u. As for the spin multiplicity: 1. The value obtained for the highest occupied orbital energy is -10.0679 eV. For the LUMO energy, the calculation gives 0.4 eV.

Each line ends with the natural charge from an NBO analysis.
Element x y z (Å)
1 B -0.197086 -0.095316 -2.041529  0.98
2 C -0.776670 1.351523 -0.115060  -0.35
3 C -0.585851 -1.479074 -0.086415  -0.36
4 C 1.210706 0.172148 1.575737  -0.52
5 O -0.459507 1.098152 -1.463349  -0.70
6 O -0.135807 -1.277976 -1.407614  -0.70
7 P -0.627809 -0.045658 1.134449  0.74
8 Cl 0.188729 -0.016006 -3.722441  -0.17
9 Cl 1.784821 -1.362540 2.258004  -0.01
10 Cl 1.296969 1.466227 2.780884  0.00
11 H -0.138571 2.175984 0.234071  0.22
12 H -1.817954 1.699029 -0.080221  0.21
13 H -1.627649 -1.827318 -0.140125  0.21
14 H 0.022584 -2.283688 0.339293  0.23
15 H 1.863097 0.424515 0.734316  0.23

Forces on atoms 1 to 3 (eV/Å):
0.13 0.45 0.77
-0.35 0.00 0.57
-0.36 0.03 0.53


No. 2
One molecule with the formula C3H5N3O. Source: the Open Molecules 2025 dataset; level of theory: ωB97M-V/def2-TZVPD.

As for the SMILES: Nc1conc1N. Its total energy is -356.77802 a.u. As for the spin multiplicity: 1. The value obtained for the highest occupied orbital energy is -8.9379 eV. For the LUMO energy, the calculation gives 0.9 eV.

Each line ends with the natural charge from an NBO analysis.
Element x y z (Å)
1 N -0.731307 -0.435869 1.518064  -0.82
2 C -0.534183 0.076921 0.218358  -0.01
3 C -1.391509 0.491625 -0.744902  0.09
4 O -0.719659 0.870609 -1.844264  -0.28
5 N 0.632827 0.714127 -1.623354  -0.17
6 C 0.744906 0.243709 -0.408269  0.28
7 N 1.984138 0.026132 0.188790  -0.81
8 H -0.500693 0.251466 2.227763  0.38
9 H -1.685387 -0.737995 1.664892  0.37
10 H -2.469468 0.575736 -0.798765  0.21
11 H 2.115206 -0.941467 0.459847  0.38
12 H 2.731745 0.321880 -0.426492  0.39

Forces on atoms 1 to 3 (eV/Å):
-0.14 0.05 -0.01
0.04 0.09 -0.23
-0.03 -0.03 0.09


No. 3
C46H36N7O3RuS as an isolated structure. Source: the Open Molecules 2025 dataset; level of theory: ωB97M-V/def2-TZVPD.

As for the expectation value of S²: 0.813. Its total energy is -2876.58409 a.u. As for the spin multiplicity: 2. The value obtained for the highest occupied orbital energy (alpha / beta) is -5.8805 / -6.4936 eV. For the LUMO energy (alpha / beta), the calculation gives -0.2 / -0.9 eV.

Each line ends with the Mulliken spin population.
Element x y z (Å)
1 Ru 0.472300 -0.092473 -0.207558  0.03
2 O 2.431403 0.479609 0.060890  0.00
3 C 2.712542 1.619204 0.589672  0.00
4 C 4.039630 2.106685 0.390899  0.00
5 C 4.456266 3.325370 0.850581  0.00
6 C 3.593624 4.159812 1.582568  0.00
7 C 2.325758 3.710928 1.837783  0.00
8 C 1.840632 2.472136 1.361775  0.00
9 C 0.514901 2.108410 1.781044  0.00
10 N -0.045514 1.045488 1.320732  0.00
11 N -2.393005 1.138094 1.111400  0.00
12 C -2.645338 0.529580 -0.099910  -0.01
13 O -1.760851 -0.079021 -0.708551  0.03
14 C -4.003151 0.633536 -0.685908  0.00
15 C -5.130112 0.967400 0.065372  0.00
16 C -6.372918 1.024461 -0.544754  0.00
17 C -6.501173 0.748537 -1.898017  0.00
18 C -5.386388 0.390196 -2.644282  0.00
19 C -4.144379 0.323235 -2.039901  0.00
20 H 4.704457 1.459592 -0.166679  0.00
21 H 5.471860 3.646226 0.650419  0.00
22 H 3.930221 5.118184 1.952503  0.00
23 H 1.648193 4.318515 2.429993  0.00
24 H -0.004418 2.711618 2.523639  0.00
25 H -5.042632 1.166029 1.123856  0.00
26 H -7.245670 1.278614 0.042006  0.00
27 H -7.474110 0.798143 -2.369282  0.00
28 H -5.487769 0.156860 -3.695711  0.00
29 H -3.267813 0.025055 -2.598990  0.00
30 C -3.112049 2.547292 2.914515  -0.10
31 C -2.862756 1.649399 3.986958  0.31
32 C -2.181528 0.441815 3.989766  -0.16
33 C -1.385202 -0.078430 2.966572  0.32
34 N -1.300309 0.625078 1.765912  0.08
35 C -2.942512 2.342969 1.585734  0.28
36 N -0.684852 -1.202936 3.167024  -0.05
37 C 0.116552 -1.862575 2.367706  0.08
38 N 0.571911 -1.668882 1.083185  0.05
39 C 1.376235 -2.730425 0.740656  -0.03
40 N 1.996183 -3.012323 -0.360361  0.08
41 C 1.877868 -2.371691 -1.566903  -0.03
42 C 2.647145 -2.912907 -2.616320  0.02
43 C 2.508842 -2.434470 -3.894485  -0.01
44 C 1.583195 -1.420423 -4.134649  0.02
45 C 0.887985 -0.912076 -3.062923  -0.01
46 N 1.041441 -1.342117 -1.801195  0.02
47 C 1.475784 -3.654694 1.882802  0.03
48 C 2.162989 -4.841464 2.049847  -0.01
49 C 2.034774 -5.481047 3.277155  0.02
50 C 1.240661 -4.943362 4.289853  -0.01
51 C 0.551601 -3.750293 4.109049  0.03
52 C 0.689215 -3.119407 2.886456  -0.01
53 H -3.535227 3.507689 3.186497  -0.01
54 H -3.280761 1.957925 4.937487  0.02
55 H -2.202690 -0.150681 4.895307  -0.01
56 H -3.218692 3.075559 0.840423  0.00
57 H 3.322753 -3.718388 -2.369876  0.00
58 H 3.097975 -2.848334 -4.702820  0.00
59 H 1.415461 -1.023095 -5.125647  0.00
60 H 0.182493 -0.101925 -3.181693  0.00
61 H 2.772240 -5.243559 1.251979  0.00
62 H 2.558089 -6.412090 3.453998  0.00
63 H 1.162337 -5.467464 5.234062  0.00
64 H -0.067383 -3.324097 4.886522  0.00
65 O 0.553916 1.605629 -1.598728  0.00
66 S -0.422428 2.750728 -1.461061  -0.01
67 C 0.623238 4.243364 -1.493929  0.00
68 C 1.603999 4.287786 -2.625517  0.00
69 C 2.650286 3.368447 -2.690182  0.00
70 C 3.534518 3.400999 -3.757703  0.00
71 C 3.393466 4.350874 -4.759396  0.00
72 C 2.367368 5.281567 -4.688352  0.00
73 C 1.476588 5.247464 -3.625418  0.00
74 C -1.196674 2.853132 -3.105388  0.00
75 C -2.186597 3.979545 -3.202250  0.00
76 C -2.006184 5.000872 -4.129907  0.00
77 C -2.913130 6.047707 -4.211706  0.00
78 C -4.010666 6.086029 -3.364959  0.00
79 C -4.205499 5.065666 -2.445196  0.00
80 C -3.300941 4.018217 -2.367431  0.00
81 H 1.119392 4.211506 -0.521328  0.00
82 H -0.064900 5.091229 -1.505398  0.00
83 H 2.764838 2.631052 -1.907604  0.00
84 H 4.341618 2.681458 -3.802764  0.00
85 H 4.090049 4.373607 -5.587417  0.00
86 H 2.264115 6.038460 -5.455331  0.00
87 H 0.682555 5.981545 -3.561503  0.00
88 H -1.670743 1.875457 -3.211651  0.00
89 H -0.394083 2.936600 -3.839182  0.00
90 H -1.152840 4.967317 -4.795047  0.00
91 H -2.763180 6.833040 -4.941157  0.00
92 H -4.717616 6.902762 -3.428350  0.00
93 H -5.068658 5.078380 -1.791815  0.00
94 H -3.475939 3.213346 -1.667454  0.00

Forces on atoms 1 to 3 (eV/Å):
-0.19 0.42 -0.14
-0.28 -0.16 0.16
-0.01 -0.02 0.04